Molecular formula: C2H2I2P2S2
Method: DFT, ωB97M-V/def2-TZVPD

The geometry in XYZ format:
```
10
Properties=species:S:1:pos:R:3:nbo_charge:R:1
C -0.884 -0.420 0.331 -0.82
C 0.569 -0.483 0.598 -0.67
P -1.051 1.042 -0.840 0.94
P 1.400 -1.795 -0.050 0.59
S -2.366 2.342 -0.274 -0.36
S 0.022 0.875 -2.450 -0.37
I 1.305 1.286 1.501 0.23
I 3.745 -1.313 0.141 -0.08
H -1.490 -0.209 1.214 0.27
H -1.248 -1.323 -0.169 0.27
```

Output
- electronic energy (hartree) = -2151.8921
- energy above the lowest of the compared OMol25 structures with the same formula, charge and spin (kJ/mol) = 0.0
- HOMO level (eV) = -9.097
- HOMO-LUMO gap (eV) = 7.75